{"formula": "C26H44BF2N3P2Re", "method": "ωB97M-V/def2-TZVPD", "multiplicity": 2, "e_tot_ev": -58954.6623, "charge": 2, "orbital_gap_ev": [6.53, 6.26], "homo_energy_ev": [-13.7239, -13.6814], "symbols": ["Re", "C", "C", "C", "P", "C", "C", "C", "C", "C", "C", "C", "C", "C", "C", "N", "C", "C", "C", "C", "C", "C", "C", "P", "C", "C", "C", "C", "C", "C", "H", "H", "H", "H", "H", "H", "H", "H", "H", "H", "H", "H", "H", "H", "H", "H", "H", "H", "H", "H", "H", "H", "H", "H", "H", "H", "H", "H", "H", "H", "H", "H", "H", "H", "H", "H", "H", "H", "H", "H", "N", "N", "H", "H", "H", "H", "F", "B", "F"], "xyz": [[0.13914, -1.13851, 0.52954], [5.00421, -0.21322, 0.66011], [3.86333, -1.22951, 0.67438], [3.49996, -1.60608, 2.10713], [2.39739, -0.75318, -0.35922], [2.76112, -1.48500, -2.02031], [4.20590, -1.31815, -2.49085], [1.79077, -0.94298, -3.06415], [2.24444, 1.02253, -0.68585], [3.21362, 1.81918, -1.29280], [2.89574, 3.03388, -1.89048], [3.95276, 3.89794, -2.51314], [1.55555, 3.41289, -1.91823], [0.57499, 2.65961, -1.29824], [0.92350, 1.48777, -0.63219], [-0.06542, 0.68892, 0.04349], [-1.21596, 1.38164, 0.59676], [-1.13077, 2.66731, 1.11811], [-2.24264, 3.23649, 1.72401], [-3.45160, 2.55726, 1.83165], [-4.64884, 3.18056, 2.48675], [-3.50958, 1.25634, 1.33393], [-2.40824, 0.65491, 0.74108], [-2.28909, -1.07177, 0.20796], [-2.95849, -1.17276, -1.50720], [-4.10858, -0.18467, -1.71194], [-1.89307, -0.98837, -2.58199], [-3.32923, -2.18418, 1.23632], [-3.04835, -1.98706, 2.72425], [-4.82917, -2.18990, 0.93773], [5.82819, -0.59737, 1.26225], [4.68784, 0.73698, 1.09415], [5.39228, -0.02498, -0.33798], [4.19750, -2.14884, 0.18188], [3.22378, -0.72747, 2.69781], [4.36570, -2.04653, 2.60154], [2.70327, -2.35456, 2.12805], [2.57938, -2.55579, -1.87007], [4.45794, -0.27106, -2.65767], [4.31368, -1.82538, -3.45032], [4.93529, -1.75740, -1.81269], [2.03450, 0.08971, -3.31908], [0.75604, -0.96927, -2.72529], [1.86233, -1.53857, -3.97399], [4.24108, 1.48852, -1.32446], [4.88055, 3.34863, -2.66233], [4.16889, 4.75512, -1.87344], [3.62175, 4.28241, -3.47723], [1.27061, 4.32075, -2.43554], [-0.45251, 2.99075, -1.33730], [-0.21190, 3.23206, 1.06084], [-2.16155, 4.24022, 2.12163], [-4.50893, 4.24944, 2.63180], [-4.83342, 2.73041, 3.46358], [-5.54380, 3.03284, 1.88264], [-4.43538, 0.70121, 1.42476], [-3.33480, -2.20022, -1.57039], [-3.72956, 0.83751, -1.75082], [-4.87836, -0.23504, -0.94491], [-4.58262, -0.39858, -2.67049], [-1.34644, -0.04937, -2.46067], [-2.37273, -0.96340, -3.56093], [-1.18406, -1.81579, -2.58547], [-2.93332, -3.16426, 0.93627], [-3.39988, -1.01126, 3.06530], [-1.98991, -2.09051, 2.96791], [-3.58715, -2.74266, 3.29556], [-5.30532, -1.24019, 1.18067], [-5.29585, -2.95149, 1.56291], [-5.05244, -2.43607, -0.09912], [0.30472, -1.95914, 3.54362], [0.40757, -0.80811, 2.67476], [0.27074, -1.63345, 4.50645], [1.15329, -2.50445, 3.43626], [1.26385, -0.27721, 2.84676], [-0.36722, -0.18689, 2.91940], [0.18143, -3.62112, -1.65796], [0.17544, -2.90464, -0.57462], [0.33609, -3.51737, 0.65940]]}